Record 1
9
Properties=species:S:1:pos:R:3:forces:R:3 method="wB97M-V/def2-TZVPD" charge=-1
C -1.94413 -0.31104 0.57888 0.83 1.74 1.73
O 2.73867 0.14203 -1.41981 -1.06 -0.33 0.34
O 0.33793 0.45003 -0.37064 0.39 -0.22 -3.17
O 2.50203 0.44501 0.95550 -0.15 0.30 0.98
O -2.68225 -0.25938 -0.36109 -0.20 -0.14 -0.05
S 2.00006 -0.28527 -0.19506 0.49 0.05 -1.10
H -1.43514 -1.23510 0.93459 -0.16 0.20 -0.33
H -1.71985 0.63980 1.28426 -0.48 -1.75 -1.44
H 0.20267 0.41392 -1.40662 0.34 0.16 3.05



Record 2
98
Properties=species:S:1:pos:R:3:forces:R:3 method="wB97M-V/def2-TZVPD" charge=0
N 4.05812 -1.71165 -0.53376 0.07 -1.04 1.68
C 3.83129 -0.91750 -1.54242 -3.26 -4.55 -6.52
N 3.98912 0.36608 -1.36897 1.64 4.04 -0.69
O 3.32786 -1.45132 -2.70415 2.21 2.90 4.87
H 3.56523 -2.59158 -0.70242 0.67 0.34 0.64
H 4.17154 -1.27978 0.40981 -0.49 -0.78 -0.41
H 4.01733 0.92330 -2.27901 0.40 -1.26 1.84
H 4.57725 0.65636 -0.54513 -0.77 -0.41 -1.44
N -2.10232 3.52714 0.75825 -0.36 6.36 1.06
C -1.37252 2.52184 0.97836 6.86 0.41 5.64
N -1.83531 1.42974 0.53697 -0.13 -4.92 -0.69
O -0.23376 2.59830 1.79516 -5.61 -0.12 -3.95
H -1.68613 4.43368 1.00794 -0.43 -0.65 -0.11
H -2.70195 3.53942 -0.00138 -1.32 0.00 -1.49
H -1.17676 0.68307 0.75383 -0.41 -0.96 -0.47
H -2.75631 1.23967 0.15791 0.44 0.31 0.14
N 2.08676 1.52690 2.15880 2.54 -0.28 -0.71
C 2.46191 0.25503 2.33105 7.16 2.33 -3.21
N 1.57478 -0.51359 2.78493 -3.33 -3.32 2.79
O 3.70858 -0.32115 1.99073 -4.83 3.05 1.15
H 2.85086 2.10440 1.73709 -1.39 -0.65 0.86
H 1.11624 1.88609 2.07356 -0.02 -0.41 0.24
H 1.99710 -1.36061 3.05117 0.01 -1.44 0.42
H 0.78741 -0.17025 3.34138 0.32 0.18 -0.37
N 3.89809 3.15436 1.16470 3.32 0.55 4.20
C 3.17561 3.64658 0.22202 -6.67 8.06 1.73
N 3.24965 3.08800 -0.93059 -0.78 -1.20 -4.97
O 2.31518 4.68409 0.56743 4.19 -4.72 -2.14
H 4.09468 3.76358 2.00254 -0.53 -1.07 -1.49
H 4.58930 2.49337 0.91526 1.01 -0.51 0.07
H 2.68665 3.36621 -1.76575 0.76 0.70 1.65
H 3.50738 2.12634 -1.07207 0.21 0.20 0.85
C 0.21752 -3.38619 2.30068 -0.67 -0.59 1.09
C 1.30091 -3.57724 1.25602 2.26 4.95 3.13
C 2.75697 -3.88665 1.69699 -2.00 2.66 2.78
O 1.01407 -4.52082 0.47183 -3.10 -7.35 -4.12
H 0.20665 -2.43705 2.82837 0.23 0.09 -0.38
H 0.32568 -4.11851 3.10226 -0.13 -0.36 0.01
H -0.80916 -3.51154 1.87203 0.97 0.02 0.08
H 1.23599 -2.67480 0.67705 0.69 1.28 -0.05
H 3.36924 -4.06322 0.84471 0.79 0.53 -0.41
H 2.69718 -4.79432 2.23643 -0.03 -1.18 0.59
H 2.97870 -3.09066 2.48291 1.01 -0.87 -1.35
H 1.12469 -4.30275 -0.42993 -0.06 0.24 -1.41
C -2.51614 0.92222 -3.29780 -1.34 1.43 1.54
C -3.73047 -0.04027 -3.42821 -1.65 10.46 8.50
C -4.99292 0.82595 -3.55435 0.24 1.16 -0.79
O -3.63049 -0.83331 -4.31435 -0.19 -7.99 -10.76
H -1.57847 0.47580 -3.29757 1.70 -1.66 0.00
H -2.59700 1.34549 -2.26263 0.10 0.19 -0.89
H -2.37383 1.71920 -4.03884 -0.78 -0.01 0.04
H -3.81732 -0.55131 -2.51696 -0.04 -0.41 2.34
H -4.88820 1.82380 -3.12440 0.27 -0.14 0.47
H -5.90559 0.42647 -3.15058 -0.31 -0.58 -0.01
H -5.11958 1.08529 -4.61344 -0.20 -0.43 -0.01
H -2.80960 -1.22338 -4.15419 2.04 -1.91 -0.67
C -2.63773 -1.59399 -0.40697 1.12 0.96 0.70
C -1.82857 -2.78653 -0.86940 -10.36 -2.87 1.29
C -2.41792 -3.32250 -2.14074 -2.54 -1.64 1.51
O -0.67838 -2.60652 -1.20543 12.06 3.17 -2.90
H -2.45182 -1.52255 0.66135 -0.11 0.57 0.24
H -3.69241 -1.54352 -0.57975 -0.64 -0.63 -0.20
H -2.19888 -0.74204 -0.92436 0.00 0.37 0.09
H -1.82097 -3.49160 -0.03009 -1.03 -0.82 0.05
H -2.50420 -2.69401 -2.96047 0.38 2.01 -1.16
H -3.44144 -3.58446 -1.95167 -0.76 -0.68 -0.01
H -1.90078 -4.15495 -2.51582 0.80 -1.38 -0.19
H -0.26354 -1.96363 -0.64687 0.96 0.56 0.76
C 1.20631 1.64127 -3.40396 1.43 -0.32 -0.35
C 0.86533 3.03126 -2.99350 -6.41 -1.91 1.80
C 0.18897 3.08013 -1.59253 -0.14 -0.62 -1.08
O 1.72314 4.00912 -3.11231 4.43 3.62 -1.45
H 0.47076 0.86643 -3.20225 -0.17 0.39 0.19
H 2.12059 1.33852 -2.86539 -0.27 -0.17 -0.49
H 1.36328 1.63330 -4.47638 0.47 -0.25 -0.23
H 0.04855 3.43337 -3.58456 -1.04 -1.12 -0.58
H -0.67348 2.42073 -1.67242 0.02 -0.17 0.28
H -0.20613 4.05471 -1.45872 -0.19 1.14 0.21
H 0.79777 2.85203 -0.73970 0.21 -0.20 0.29
H 1.41833 4.55429 -3.85576 0.96 -0.03 0.60
C -0.91654 -1.36540 5.13507 1.10 -1.81 0.53
C -1.52627 -0.61162 4.00350 -6.22 -8.29 3.58
C -3.01098 -0.41493 4.39915 0.50 1.48 -1.32
O -1.02887 0.41278 3.55965 5.45 10.74 -1.96
H 0.08677 -1.79906 4.85780 -0.58 0.81 0.70
H -1.52243 -2.32358 5.29737 0.57 1.48 -0.12
H -0.92371 -0.76570 6.06947 0.35 -0.46 -0.50
H -1.50751 -1.17490 3.12708 -0.86 -3.33 -1.19
H -3.14970 0.01916 5.37656 0.17 0.17 0.46
H -3.52054 -1.34926 4.35318 -0.74 -0.50 -0.27
H -3.35460 0.36765 3.65785 -0.51 -1.04 0.64
H -1.65375 0.79592 2.93702 0.58 0.68 -0.20
C 0.72158 0.10885 -0.59199 1.02 0.22 1.95
O 0.10540 -0.51543 0.56679 -1.81 -0.07 -2.67
H -0.08416 0.56699 -1.15886 0.52 -0.36 -0.37
H 1.42563 -0.58446 -1.02585 -0.59 -0.58 -1.13
H 1.44766 0.83326 -0.18926 -0.72 0.46 -0.34
H 0.69353 -0.41740 1.27390 1.37 -0.21 1.93



LUMO level (eV)
3.7787; 0.1223
Energy relative to the best compared isomer or geometry (same formula, charge and spin) (eV)
1.375; 3.398